This record from the Open Molecules 2025 dataset describes a molecular structure, C28H39N4PRh in a non-equilibrium geometry. The level of theory is wB97M-V/def2-TZVPD.

Cartesian coordinates (Å):
H: -1.55839 2.56007 3.27165
N: -0.71824 -0.72566 2.11693
C: -1.82214 1.62641 -0.85523
C: -4.05073 1.97680 -0.02436
C: -2.84066 2.49104 -0.45802
C: -0.96158 -2.54384 -1.09640
C: 0.17369 -0.39412 -2.67336
C: -1.74520 -3.14105 -0.09386
H: 2.24571 3.69813 -0.29798
H: 1.77872 -0.95039 3.22596
C: 0.05604 0.63187 -4.84952
C: -0.51583 0.38252 -3.60859
H: 4.56957 0.64554 0.14609
H: 2.19940 -1.19025 0.38624
P: -0.57085 -0.79851 -1.09741
C: 1.32761 3.17058 -0.03817
C: 2.80250 1.30215 -0.76490
H: 3.29809 2.01967 -1.42111
C: -0.50886 -3.32915 -2.16208
H: -0.47378 -5.27298 -3.04759
C: 3.64122 1.11362 0.47568
H: -0.12155 -2.49687 3.15918
H: -0.94626 2.04479 -1.32377
C: 1.57386 -1.51337 2.31886
C: -1.01658 -0.07026 3.44655
H: -0.48304 1.22528 -5.57610
H: 2.73539 0.37278 -1.31991
C: 3.00781 0.28864 1.58292
H: 2.24815 -2.36960 2.30349
C: -2.06109 -4.48323 -0.15860
N: -0.12088 2.42544 1.75314
C: -0.48183 2.39865 3.19703
H: -0.25186 1.21459 4.94039
H: -5.23564 0.20446 0.25110
H: 0.51274 3.67452 -0.56128
H: 1.73295 0.28633 -6.14040
C: -0.82422 -4.67866 -2.21486
H: -2.05296 0.26801 3.40668
C: -3.26119 -0.27253 -0.40476
H: -4.85170 2.64645 0.26328
H: 3.76961 -0.32203 2.06987
H: -0.89533 2.85968 1.25779
H: 0.95490 4.27076 1.75413
H: -2.70800 3.56366 -0.54188
H: 1.92453 -1.61793 -2.32425
H: -2.67520 -4.92887 0.61270
H: -0.96754 -0.85023 4.20675
H: -1.50563 0.76667 -3.39418
H: 2.58317 0.92403 2.35580
C: -0.12912 1.09063 3.86248
C: 1.29818 0.09908 -5.16726
N: 1.87934 -0.61054 1.15843
H: -0.00010 3.23034 3.71270
C: 1.97378 -0.70192 -4.25044
C: -2.01460 0.22753 -0.81602
N: 1.39635 1.75700 -0.54172
H: -1.84604 -6.30906 -1.26808
C: 1.08400 3.22975 1.44783
H: -1.62046 -1.03531 1.77215
H: -3.47030 -1.33132 -0.45307
C: -1.59636 -5.25745 -1.21883
H: -0.02068 -2.58203 1.40200
Rh: 0.22140 0.47200 0.66660
H: -2.13463 -2.57460 0.73821
H: 1.92622 2.83308 2.01098
H: 0.06124 -2.89638 -2.97306
H: 2.92650 -1.14339 -4.51255
C: 1.41371 -0.95011 -3.00901
C: 0.14427 -1.93766 2.26135
H: 0.99550 1.75218 -1.47768
C: -4.26486 0.59716 -0.02224
H: 0.93028 0.86386 3.71950
H: 3.93748 2.07352 0.90406

**Strongest force on any atom**: 0.020 hartree/bohr
**Total charge**: +3
**HOMO energy**: -17.647 eV
**Relative energy (zero: lowest compared OMol25 entry of this formula, charge and spin)**: 0.120 eV